{
  "formula": "C3H3Cl2NO2S",
  "method": "ωB97M-V with the def2-TZVPD basis set",
  "elements": ["Cl", "Cl", "S", "O", "O", "N", "C", "C", "C", "H", "H", "H"],
  "coordinates": [[-1.211390, 1.530636, 1.418673], [-1.782758, 1.140852, -1.520423], [-1.228989, -1.158188, 0.207237], [-1.514453, -1.700230, 1.508176], [-1.483803, -1.970255, -0.956519], [0.881737, -0.843227, 0.025231], [3.013039, 0.516020, -0.347767], [-2.090941, 0.699880, 0.135839], [1.817840, -0.092713, -0.005090], [2.992010, 0.535364, -1.409714], [3.717667, 0.820264, 0.369569], [-3.109958, 0.521596, 0.574785]],
  "atomic_forces_ev_per_a": [[-0.1, 0.2, -0.7], [-0.6, 0.4, 0.7], [0.5, 0.4, -0.2], [0.6, 0.5, -0.5], [0.3, 1.1, 0.8], [-1.2, -1.2, 0.6], [-4.1, -1.8, 0.7], [0.9, -1.9, 1.0], [1.3, 1.1, -0.6], [1.0, 0.6, -0.7], [0.8, 0.4, 0.4], [0.7, 0.3, -1.4]],
  "lowdin_charge": [0.593, 0.628, 0.662, -0.334, -0.337, 0.047, 0.027, -1.146, -0.277, 0.040, 0.027, 0.070],
  "homo_lumo_gap_ev": [6.3401, 7.0583],
  "charge": 0,
  "smiles": "C=C=NS(=O)(=O)C(Cl)Cl"
}

{
  "formula": "C3H3Cl2NS",
  "method": "ωB97M-V with the def2-TZVPD basis set",
  "elements": ["Cl", "Cl", "S", "N", "C", "C", "C", "H", "H", "H"],
  "coordinates": [[1.760072, -1.526889, -0.463682], [2.095254, 1.214902, 0.581391], [-2.186659, 0.527764, -0.817180], [0.487921, 0.720033, -1.363386], [-0.137770, -0.195717, 0.810435], [-1.450317, -0.064905, 0.592469], [0.884144, 0.114177, -0.246195], [0.432263, 0.161810, -2.203298], [0.253510, -0.579360, 1.738782], [-2.138414, -0.371811, 1.370668]],
  "atomic_forces_ev_per_a": [[-0.2, 0.4, -0.3], [0.1, 0.0, 0.0], [2.2, 0.2, -0.7], [-3.0, 1.0, -0.9], [-0.8, 0.0, 0.2], [0.6, 0.0, 0.0], [0.9, -1.1, 1.6], [0.1, -0.5, 0.0], [0.1, 0.0, 0.1], [-0.1, 0.0, 0.1]],
  "lowdin_charge": [0.528, 0.574, 0.815, 0.053, -0.305, -0.609, -1.271, 0.050, 0.094, 0.071],
  "homo_lumo_gap_ev": [5.8956, 5.8440],
  "charge": 0
}

{
  "formula": "C3H3Cl3",
  "method": "ωB97M-V with the def2-TZVPD basis set",
  "elements": ["Cl", "Cl", "Cl", "C", "C", "C", "H", "H", "H"],
  "coordinates": [[1.856579, 0.265403, -1.126159], [-1.385016, -0.200703, 1.682573], [1.253342, -1.472138, 1.666534], [0.299910, -0.081641, 1.172413], [-0.716588, 0.133881, -1.211182], [0.299658, 0.134709, -0.433897], [-1.735260, 0.135706, -0.881891], [0.760497, 0.951491, 1.440633], [-0.633121, 0.133291, -2.309025]],
  "atomic_forces_ev_per_a": [[0.9, 0.0, 0.1], [0.3, 0.1, 0.5], [-0.1, 0.4, 0.0], [0.4, 2.8, -2.8], [-2.5, 0.1, -2.5], [1.6, -1.3, 3.0], [-0.2, -0.3, 0.5], [-0.7, -2.1, 0.6], [0.3, 0.3, 0.7]],
  "lowdin_charge": [0.671, 0.600, 0.584, -1.132, -0.081, -0.860, 0.036, 0.102, 0.081],
  "homo_lumo_gap_ev": 10.8852,
  "charge": 0,
  "smiles": "C=C(Cl)C(Cl)Cl"
}

Record-wise electronic energy values, in eV: -44619.972; -40525.956; -40725.843
Record-wise molar mass values, in u: 188.0; 156.0; 145.4
Record-wise ΔE to the lowest compared entry with this formula, charge and spin values, in kcal/mol: 73.4; 70.6; 10.8